{"formula": "C4H8BrNO3", "method": "ωB97M-V/def2-TZVPD", "smiles": "[O-]/[N+](O)=C/CO.C=CBr", "e_above_lowest_kcal_mol": 123.1, "homo_lumo_gap_ev": 9.214, "species": ["O", "N", "O", "C", "C", "O", "H", "H", "H", "H", "H", "C", "C", "Br", "H", "H", "H"], "coordinates": [[1.29070, -1.80475, -0.01432], [1.24684, -0.69861, 0.47840], [1.44000, -0.52063, 1.85701], [0.83075, 0.39923, -0.13023], [0.85419, 1.68846, 0.48566], [0.27670, 2.58751, -0.44231], [1.35090, -1.35213, 2.22560], [0.80261, 0.26083, -1.15557], [0.40717, 1.68095, 1.51215], [2.06125, 2.07781, 0.56164], [-0.44114, 3.18793, -0.00228], [-1.38927, -1.93660, -0.91393], [-1.88241, -0.74569, -1.09108], [-2.80585, 0.25933, 0.22503], [-1.63748, -2.36489, 0.06587], [-0.81819, -2.38852, -1.66898], [-1.58677, -0.33024, -1.99267]], "mulliken_charge": [-0.6875, 0.7361, -0.4333, -0.6069, -0.2324, -0.5197, 0.3303, 0.6253, 0.2840, 0.1744, 0.3372, -0.5509, -0.2678, -0.1540, 0.2550, 0.2889, 0.4211]}